Record 1
Density functional theory data (the ωB97M-V functional and the def2-TZVPD basis) for 4 unconnected molecules or ions with the total composition C33H55Cl3F10O14P3S4 at a distorted geometry.

Atoms and positions in Å:
C1 5.84554 0.21218 -1.36200
C2 4.69259 0.14399 -1.68623
C3 3.22575 -0.09806 -1.82778
F1 3.18627 -1.07992 -2.84325
O1 2.72453 -0.74479 -0.73989
P1 1.08808 -0.34942 -0.29759
C4 1.81564 0.75197 1.13294
C5 3.19208 0.34474 1.68202
C6 3.34155 0.96179 3.12345
S1 4.80819 2.05238 3.24166
C7 0.93516 -1.87203 0.85595
C8 1.62475 -3.13790 0.30746
C9 0.81159 -4.43334 0.54097
F2 -0.49668 -4.22756 0.32544
F3 1.02195 -4.79352 1.81683
C10 1.27902 -5.53639 -0.42693
F4 1.36550 -5.09825 -1.66939
F5 2.52461 -5.86044 -0.08381
S2 0.25147 -7.12980 -0.48797
F6 0.89861 -7.51619 -1.91598
F7 1.42376 -7.99231 0.19406
F8 -0.39397 -6.85360 0.92772
F9 -0.92289 -6.39827 -1.26084
F10 -0.60032 -8.47442 -0.55418
P2 0.07240 -1.47183 -1.96945
O2 -0.76174 -0.65255 -2.92652
S3 -0.83628 0.56228 0.39684
C11 -2.23889 -0.43186 -0.18605
C12 -3.48665 -0.00706 0.60667
O3 -3.66851 1.13346 0.90116
O4 -4.36303 -1.01807 0.89099
C13 -5.71568 -0.66677 0.68031
C14 -6.16651 -1.04920 -0.74985
C15 -7.59409 -0.56606 -1.05494
O5 -5.19328 -0.72226 -1.74630
C16 -5.09784 0.58561 -2.03661
O6 -5.54692 1.48392 -1.38500
C17 -4.27914 0.87177 -3.30276
S4 -5.35236 0.92850 -4.76770
O7 1.11299 0.97112 -1.46906
C18 2.32400 1.15435 -2.14433
C19 2.86259 2.52530 -1.67234
Cl1 4.29619 3.06158 -2.65071
C20 1.72183 3.62294 -1.65187
C21 1.93626 4.48434 -0.38236
Cl2 1.85740 4.81319 -3.03135
P3 1.91507 0.87954 -4.01011
O8 1.12770 2.29255 -4.41566
Cl3 3.72050 0.97005 -5.08994
H1 6.86251 0.15227 -1.05392
H2 1.11239 0.61997 1.96504
H3 1.76378 1.81318 0.87245
H4 3.27973 -0.72942 1.84257
H5 4.03377 0.73167 1.10391
H6 2.46648 1.58661 3.32283
H7 3.36585 0.18784 3.89441
H8 4.80014 2.42445 4.54673
H9 -0.13309 -1.98615 1.04128
H10 1.36796 -1.65972 1.83689
H11 1.98712 -3.05810 -0.71916
H12 2.52869 -3.29644 0.90491
H13 0.98395 -2.26917 -2.72385
H14 -0.78984 -2.43472 -1.36595
H15 -2.12633 -1.50754 -0.02598
H16 -2.50070 -0.21620 -1.22728
H17 -6.32664 -1.25042 1.37481
H18 -5.93861 0.39066 0.83564
H19 -6.21490 -2.14201 -0.74675
H20 -7.84073 0.34395 -0.50216
H21 -8.27365 -1.33665 -0.67255
H22 -7.78217 -0.46880 -2.12365
H23 -3.75141 1.80244 -3.10582
H24 -3.52949 0.07685 -3.38159
H25 -4.57776 1.66810 -5.59803
H26 3.30227 2.38538 -0.68326
H27 0.72917 3.18810 -1.70105
H28 1.01061 4.97961 -0.08513
H29 2.37604 3.90727 0.42806
H30 2.63987 5.27693 -0.64728
H31 1.37939 2.53680 -5.31131
O9 3.35956 5.22366 2.40215
C22 2.52363 5.25221 3.26020
O10 1.22615 5.21845 2.90325
C23 0.14875 5.06716 3.83065
C24 -0.26243 6.39345 4.43450
C25 2.89286 5.40010 4.71624
H32 0.39403 4.32058 4.58843
H33 -0.67625 4.65944 3.24856
H34 0.54768 6.84307 5.01075
H35 -1.12207 6.26326 5.09267
H36 -0.52807 7.09906 3.64735
H37 3.06162 6.45470 4.93103
H38 3.81456 4.84888 4.88763
H39 2.14952 5.00649 5.40658
O11 8.64924 -5.24448 -0.69595
C26 7.85232 -5.94831 -1.25290
O12 6.84308 -5.38575 -1.93663
C27 5.95135 -6.13171 -2.77144
C28 4.81684 -6.74401 -1.97696
C29 7.91831 -7.45278 -1.13246
H40 6.50177 -6.87362 -3.35343
H41 5.55234 -5.41194 -3.48426
H42 5.18320 -7.45741 -1.23725
H43 4.12116 -7.26227 -2.63853
H44 4.27751 -5.97279 -1.43847
H45 7.44269 -7.75119 -0.19923
H46 8.96520 -7.74647 -1.10816
H47 7.45462 -7.98667 -1.95873
O13 -5.58036 5.74266 2.79449
C30 -6.16423 4.94787 2.10880
O14 -7.11402 5.38992 1.26231
C31 -7.73006 4.55053 0.28082
C32 -8.88521 3.76195 0.86199
C33 -5.91971 3.46569 2.22744
H48 -6.98936 3.91007 -0.20058
H49 -8.10028 5.22928 -0.48634
H50 -8.55374 3.08348 1.64856
H51 -9.37498 3.17375 0.08460
H52 -9.61813 4.43648 1.30661
H53 -6.49889 3.07928 3.06622
H54 -4.86196 3.30432 2.41931
H55 -6.16147 2.90126 1.32963

Output
Charge: -1
Highest occupied orbital energy, eV: -5.58

---

Record 2
Density functional theory data (the ωB97M-V functional and the def2-TZVPD basis) for C4H4O in the gas phase at a distorted geometry.

Atoms and positions in Å:
O1 -1.38058 1.18662 0.76150
C1 -0.38190 1.23294 0.08804
C2 -0.22515 -1.44652 -0.33843
C3 0.68075 -0.61028 0.11979
C4 0.96644 0.61362 0.47704
H1 -0.40514 1.49745 -0.98952
H2 -0.29890 -1.67580 -1.39700
H3 -0.94905 -1.88274 0.34633
H4 1.89632 1.08852 0.80014

Output
ΔE to the lowest compared entry with this formula, charge and spin, kcal per mole: 55.6
Highest occupied orbital energy, eV: -9.62

---

Record 3
Density functional theory data (the ωB97M-V functional and the def2-TZVPD basis) for 2 unconnected molecules or ions with the total composition CH3N7O3 at a distorted geometry.

Atoms and positions in Å:
C1 0.71574 -1.47237 -0.51935
N1 1.06518 -2.79932 -0.68529
N2 2.31077 -2.88500 -0.57891
N3 2.78311 -1.67924 -0.34990
N4 1.83963 -0.71844 -0.34647
N5 -0.48774 -0.85194 -0.68620
N6 -0.25121 1.66655 1.24525
N7 4.15262 -1.45764 -0.33936
O1 4.42030 -0.29793 -0.26862
O2 4.86093 -2.42286 -0.34824
O3 -0.43181 1.10185 2.30934
H1 -1.18591 -1.51784 -0.85824
H2 -0.44065 0.02404 -0.23931
H3 0.65735 2.06756 1.01370

Output
ΔE to the lowest compared entry with this formula, charge and spin, kcal per mole: 0.0
Highest occupied orbital energy (spin up / spin down), eV: -9.88 / -9.88

---

Record 4
Density functional theory data (the ωB97M-V functional and the def2-TZVPD basis) for a molecular structure, C25H26F5LaN2O3S5 at a distorted geometry.

Atoms and positions in Å:
La1 -0.59448 0.45160 0.13275
C1 2.59177 -0.21307 7.13784
O1 2.64899 -0.28902 5.73026
C2 1.48839 -0.43284 5.04959
C3 0.23565 -0.60388 5.66502
C4 -0.88123 -0.73088 4.88654
C5 -0.83665 -0.67453 3.48272
C6 -2.03641 -0.80680 2.70611
C7 -3.28109 -1.32517 3.37986
O2 -2.10345 -0.54222 1.49055
C8 0.44452 -0.52358 2.83663
O3 0.59982 -0.55006 1.55875
C9 1.57444 -0.40300 3.67221
H1 3.60065 0.03916 7.46032
H2 2.30611 -1.17285 7.57931
H3 1.89639 0.56533 7.46940
H4 0.14040 -0.63936 6.73648
H5 -1.83345 -0.85093 5.37717
H6 -3.06221 -2.22469 3.95066
H7 -4.02025 -1.53914 2.61360
H8 -3.68824 -0.57159 4.05213
H9 2.54397 -0.29217 3.21127
C10 1.06575 -3.72009 -4.86163
C11 1.86097 -3.35532 -3.60776
N1 1.68430 -1.97147 -3.20927
C12 2.39345 -0.98541 -4.01408
C13 1.45989 -0.17560 -4.91598
C14 0.89174 -1.58597 -2.18720
C15 0.03879 -2.62762 -1.51199
N2 0.81574 -0.37394 -1.74791
H10 1.15095 -4.78666 -5.04850
H11 1.44131 -3.19333 -5.73568
H12 0.01213 -3.47871 -4.74026
H13 2.92832 -3.51511 -3.79451
H14 1.57565 -4.00809 -2.78438
H15 3.10796 -1.52487 -4.63867
H16 2.97004 -0.31508 -3.36585
H17 0.92089 -0.83039 -5.59671
H18 2.03854 0.53481 -5.50182
H19 0.72900 0.38447 -4.33780
H20 -0.51519 -3.20791 -2.24754
H21 -0.67349 -2.14447 -0.83270
H22 0.65613 -3.30476 -0.92144
H23 1.44973 0.27267 -2.21534
C16 2.43906 2.51817 2.13828
S1 1.98391 2.24132 0.38678
C17 1.00673 3.69492 0.18201
C18 -0.25309 3.86337 0.66117
S2 -1.15425 2.73342 1.58424
S3 -0.94274 5.45931 0.35271
C19 0.42458 6.13703 -0.51018
S4 0.45034 7.65359 -1.10624
S5 1.76707 5.03891 -0.64988
H24 3.23761 1.82884 2.37911
H25 1.57230 2.34196 2.76815
H26 2.79112 3.54290 2.22794
F1 -1.25631 2.59245 -2.23542
C20 -2.33184 1.74955 -2.37645
C21 -2.28036 0.62001 -1.57379
C22 -3.36121 -0.23873 -1.69933
F2 -3.31117 -1.36832 -0.93867
C23 -4.43836 -0.00705 -2.54254
F3 -5.48446 -0.84302 -2.61690
C24 -4.42376 1.13859 -3.33373
F4 -5.45334 1.38735 -4.15307
C25 -3.35861 2.03399 -3.26388
F5 -3.35945 3.12398 -4.04248

Output
ΔE to the lowest compared entry with this formula, charge and spin, kcal per mole: 26.5
Highest occupied orbital energy, eV: -7.29

---

Record 5
Density functional theory data (the ωB97M-V functional and the def2-TZVPD basis) for C2H4N4OS in the gas phase at a distorted geometry.

Atoms and positions in Å:
C1 -0.25142 -1.06948 -0.16725
C2 0.61871 0.83763 0.06638
H1 -1.69358 -2.00064 0.98134
H2 -1.17860 -2.63780 -0.75966
H3 2.17441 0.13661 -1.13000
H4 -1.23420 2.59618 1.07150
N1 -1.40005 -1.79915 -0.18268
N2 0.96237 -1.33693 -0.47704
N3 1.57719 -0.15595 -0.27474
N4 0.93781 2.03793 0.06185
O1 -0.47617 0.21972 0.16923
S1 -0.03648 3.17188 0.64109

Output
ΔE to the lowest compared entry with this formula, charge and spin, kcal per mole: 42.9
Highest occupied orbital energy, eV: -7.73

---

| no. | electronic energy (hartree) |
| --- | --- |
| 1 | -7339.84606 |
| 2 | -229.93931 |
| 3 | -648.63465 |
| 4 | -3825.38721 |
| 5 | -770.96971 |